Density functional theory data (ωB97M-V/def2-TZVPD) for a structure of composition C30H24N5O4RuS2 in a non-equilibrium geometry.

largest force on an atom	3.1	eV Å⁻¹
E_LUMO (spin up / spin down)	-0.2026 / -0.1950	Ha
spin multiplicity	1
net charge	+1

Each line ends with the natural charge from an NBO analysis.
Element x y z (Å)
Ru  -1.431452  0.220829  -0.435486  0.619
C  -3.016963  -0.540289  1.926515  -0.268
N  -2.121346  0.568644  1.594321  -0.596
C  -2.512251  1.967239  1.742379  -0.265
C  -1.548766  2.730643  0.874318  0.425
N  -1.111504  2.211912  -0.261962  -0.447
C  -0.121235  3.035719  -0.735093  0.176
C  0.711953  2.905801  -1.842529  -0.214
C  1.687691  3.865327  -2.006572  -0.197
C  1.818818  4.933186  -1.112636  -0.190
C  0.984424  5.089145  -0.022972  -0.212
C  0.014640  4.115036  0.163802  0.089
N  -0.915859  3.892009  1.159103  -0.491
C  -2.296528  -1.734114  1.365064  0.457
N  -1.797454  -1.699965  0.136873  -0.471
C  -0.982542  -2.798189  0.000525  0.170
C  -0.192845  -3.213401  -1.068048  -0.217
C  0.588015  -4.331669  -0.869741  -0.196
C  0.593031  -5.015073  0.351277  -0.189
C  -0.208471  -4.631012  1.409349  -0.210
C  -1.006370  -3.514044  1.215899  0.092
N  -1.868685  -2.822370  2.038101  -0.482
H  -3.988308  -0.387220  1.433204  0.244
H  -3.170613  -0.658615  3.007511  0.222
H  -1.191879  0.359581  2.070672  0.467
H  -2.450366  2.305793  2.787380  0.225
H  -3.545158  2.100097  1.386251  0.240
H  0.606716  2.070426  -2.520561  0.230
H  2.374621  3.794660  -2.837154  0.229
H  2.607092  5.650465  -1.272682  0.229
H  1.097851  5.918217  0.656919  0.229
H  -1.089331  4.490240  1.952683  0.439
H  -0.194238  -2.671179  -2.003784  0.229
H  1.219334  -4.693824  -1.667155  0.228
H  1.247954  -5.865105  0.467870  0.229
H  -0.208993  -5.167709  2.343677  0.228
H  -2.085398  -3.059155  2.993028  0.438
S  -1.093997  -0.114517  -2.734664  0.315
C  -2.641835  -0.072802  -3.523347  -0.131
C  -2.647171  -0.328600  -4.898277  -0.218
C  -3.822495  -0.341717  -5.617234  -0.196
C  -5.032403  -0.092675  -4.974272  -0.151
C  -5.049458  0.175740  -3.623173  -0.211
C  -3.866562  0.197927  -2.874451  -0.207
S  -4.012670  0.593157  -1.202424  0.063
H  -1.705135  -0.509554  -5.389265  0.234
H  -3.805616  -0.541419  -6.676490  0.234
H  -5.956831  -0.099448  -5.529278  0.233
H  -5.975455  0.386547  -3.108946  0.233
O  0.175969  -0.418934  2.396715  -0.771
C  1.064727  -0.281173  1.524185  0.803
O  0.854932  0.075515  0.341764  -0.706
C  2.495828  -0.511494  1.927886  -0.178
C  2.789173  -1.137003  3.138187  -0.165
C  4.097453  -1.316652  3.566388  -0.273
C  5.093892  -0.834224  2.746691  0.252
O  6.436331  -0.851029  2.931200  -0.468
C  7.000958  -0.215375  1.804971  0.235
O  5.967809  0.159501  0.923782  -0.488
C  4.802812  -0.213032  1.519669  0.291
C  3.511176  -0.047086  1.085523  -0.245
H  1.973858  -1.473786  3.760138  0.229
H  4.330782  -1.809351  4.495005  0.232
H  7.687988  -0.907442  1.297480  0.164
H  7.558415  0.679580  2.123255  0.161
H  3.271941  0.427310  0.148636  0.241

Force components x, y, z for each atom (eV/Å):
-2.163 0.403 -2.192
-0.223 -0.077 0.122
1.245 -0.196 -0.382
-0.273 0.170 0.093
-0.009 0.181 0.014
-0.034 -0.032 0.887
0.488 0.737 0.187
-0.037 0.013 0.144
-0.081 -0.072 -0.089
-0.043 0.100 0.156
0.009 0.023 -0.020
0.217 -0.378 -0.816
-0.358 -0.272 0.108
-0.005 -0.306 0.189
0.072 0.322 0.681
0.337 -0.732 0.465
-0.075 0.023 0.135
-0.022 0.037 -0.082
-0.074 -0.034 0.174
-0.042 -0.090 -0.029
0.327 0.066 -0.938
-0.434 0.358 -0.047
0.199 -0.180 0.107
-0.008 0.090 -0.172
-0.165 -0.011 -0.090
-0.072 -0.044 -0.232
0.224 0.063 0.051
0.057 0.003 0.015
0.007 -0.016 -0.047
0.069 0.119 -0.028
0.031 0.096 0.077
0.000 -0.148 -0.045
0.068 -0.005 0.024
0.045 0.024 -0.060
0.007 -0.080 0.025
0.041 -0.106 0.117
-0.002 0.134 -0.033
-0.868 0.256 1.370
1.015 -0.004 0.732
-0.304 -0.084 -0.859
0.804 -0.075 0.035
-0.286 0.176 0.704
-0.323 -0.023 -0.509
-0.221 0.232 0.972
2.650 -0.546 0.162
0.130 -0.070 -0.097
0.047 -0.031 -0.106
-0.100 -0.010 -0.065
-0.094 -0.011 -0.032
-0.275 -0.139 0.284
0.378 -0.231 1.104
-1.718 0.255 -1.911
-0.244 -0.081 0.135
-0.370 0.219 -0.313
0.528 0.045 -0.145
-0.633 0.315 -0.679
-0.129 -0.263 0.421
1.299 0.233 -0.211
-0.308 0.167 -0.407
-0.317 -0.415 0.822
0.471 -0.020 0.018
-0.078 0.006 -0.007
0.027 -0.039 0.144
-0.197 0.076 0.091
-0.203 -0.181 -0.011
-0.004 0.058 -0.110